1.
{
  "formula": "C20H18ClN5O8PtSe",
  "method": "ωB97M-V/def2-TZVPD",
  "elements": ["Pt", "C", "C", "C", "C", "C", "N", "C", "C", "C", "C", "C", "C", "C", "N", "C", "C", "C", "N", "C", "C", "N", "C", "C", "C", "N", "H", "H", "H", "H", "H", "H", "H", "H", "H", "H", "H", "H", "H", "H", "H", "H", "H", "H", "O", "Cl", "O", "O", "O", "O", "Se", "O", "O", "O"],
  "xyz": [[-2.00604, -0.36514, -0.17975], [2.83646, 1.03922, -4.80685], [2.19477, 0.90523, -3.45788], [2.62498, -0.05624, -2.54522], [2.02527, -0.20349, -1.31407], [0.94378, 0.61025, -0.92404], [0.30226, 0.46594, 0.27382], [1.03223, 0.03029, 1.35055], [2.30917, 0.59026, 1.55571], [3.05035, 0.36831, 2.69288], [2.53245, -0.42428, 3.70902], [3.27239, -0.64079, 4.99728], [1.27964, -0.99480, 3.52060], [0.52797, -0.83092, 2.36124], [-0.66172, -1.60957, 2.28186], [-0.91054, -2.68690, 3.06859], [-2.23838, -2.99287, 2.99829], [-2.76384, -2.06411, 2.10044], [-1.82389, -1.24038, 1.66959], [0.48273, 1.53865, -1.88237], [1.10390, 1.69626, -3.10223], [-0.64084, 2.37945, -1.60618], [-0.70359, 3.70621, -1.37650], [-2.02729, 4.07509, -1.31309], [-2.76620, 2.90581, -1.51676], [-1.90896, 1.91828, -1.70681], [3.87995, 0.72798, -4.77844], [2.79395, 2.06590, -5.16925], [2.32484, 0.40807, -5.53665], [3.43550, -0.72092, -2.81784], [2.33568, -0.99690, -0.64899], [2.68216, 1.26832, 0.80059], [4.01691, 0.84193, 2.80786], [4.30058, -0.29065, 4.92283], [3.29131, -1.69653, 5.26876], [2.79288, -0.09934, 5.81517], [0.86637, -1.57511, 4.33162], [-0.11756, -3.17588, 3.60142], [-2.74452, -3.81033, 3.47690], [-3.75826, -1.97318, 1.70318], [0.71178, 2.43141, -3.79455], [0.20525, 4.27301, -1.27373], [-2.41669, 5.05953, -1.13130], [-3.82054, 2.68535, -1.51682], [-5.01142, -0.91202, -3.10337], [-5.10567, -0.37909, -1.74888], [-5.42231, 1.05383, -1.64122], [-2.12994, 0.63837, -1.94391], [-2.96920, 0.98970, 0.73735], [-0.99987, -3.87965, 0.21279], [-1.62498, -3.12410, -1.06364], [-1.68677, -3.93974, -2.43418], [-0.80856, -1.63743, -1.27163], [-3.08795, -2.35232, -0.65221]],
  "multiplicity": 5,
  "lumo_ev": [-0.1, -2.6],
  "homo_lumo_gap_ha": [0.2994, 0.2162]
}

2.
{
  "formula": "C20H18N2O2S",
  "method": "ωB97M-V/def2-TZVPD",
  "elements": ["C", "H", "O", "C", "C", "C", "C", "C", "C", "H", "H", "N", "C", "N", "C", "C", "C", "C", "C", "C", "H", "H", "O", "C", "C", "C", "C", "C", "C", "H", "H", "H", "H", "H", "H", "H", "H", "S", "H", "H", "H", "H", "H"],
  "xyz": [[1.33993, 0.66936, 7.77948], [2.12480, -0.03658, 8.06922], [0.60421, 0.19967, 6.67553], [1.25573, -0.01202, 5.50115], [2.61402, 0.20158, 5.28723], [3.16515, -0.03580, 4.04174], [2.38433, -0.48959, 2.98314], [1.02885, -0.73917, 3.21067], [0.47599, -0.49495, 4.44867], [-0.56924, -0.68598, 4.63164], [0.41336, -1.16225, 2.43119], [2.99801, -0.73010, 1.74897], [2.51271, -0.57196, 0.48303], [1.33996, 0.09544, 0.37746], [0.51356, 0.35570, -0.71536], [0.65095, -0.24406, -1.96313], [-0.23237, 0.05573, -2.98154], [-1.27723, 0.94882, -2.77192], [-1.41667, 1.55353, -1.52554], [-0.53147, 1.25862, -0.51183], [-0.65033, 1.73035, 0.45415], [-2.22189, 2.25422, -1.37094], [-2.14782, 1.33702, -3.75540], [-2.54264, 0.45098, -4.72373], [-2.86391, 0.98183, -5.96934], [-3.33212, 0.15434, -6.97171], [-3.48266, -1.20363, -6.74411], [-3.17408, -1.72814, -5.50078], [-2.70910, -0.90955, -4.48781], [-2.48367, -1.31890, -3.51377], [-3.30016, -2.78397, -5.31181], [-3.84349, -1.84930, -7.53023], [-3.57691, 0.57216, -7.93688], [-2.74216, 2.04184, -6.12912], [-0.10272, -0.40299, -3.95038], [1.45349, -0.93776, -2.14473], [1.03199, 0.54644, 1.23237], [3.44781, -1.13444, -0.75821], [3.96245, -1.03295, 1.77478], [4.22058, 0.13310, 3.88635], [3.25441, 0.55277, 6.08031], [0.62219, 0.76196, 8.59281], [1.78614, 1.64863, 7.57836]],
  "smiles": "COc1ccc(NC(=S)Nc2ccc(Oc3ccccc3)cc2)cc1",
  "lumo_ev": 0.6,
  "homo_lumo_gap_ha": 0.3119
}

3.
{
  "formula": "C20H18N2O4",
  "method": "ωB97M-V/def2-TZVPD",
  "elements": ["C", "H", "O", "C", "C", "C", "C", "C", "C", "H", "H", "C", "O", "N", "C", "C", "C", "C", "C", "C", "C", "O", "N", "H", "C", "C", "C", "C", "C", "O", "H", "H", "H", "H", "H", "H", "H", "H", "H", "H", "H", "H", "H", "H"],
  "xyz": [[5.48475, -0.10914, 0.28688], [6.48872, -0.31822, 0.65259], [4.77935, 0.40885, 1.38955], [3.47638, 0.75034, 1.23065], [2.76302, 0.64192, 0.04051], [1.42600, 0.99344, 0.00258], [0.78375, 1.48175, 1.13336], [1.51369, 1.62914, 2.31181], [2.83536, 1.25311, 2.36677], [3.40629, 1.34492, 3.27686], [1.02058, 2.03550, 3.18136], [-0.63829, 1.92430, 1.10596], [-1.01746, 2.93209, 1.66173], [-1.43860, 1.07292, 0.38602], [-2.80354, 1.17856, 0.10887], [-3.52823, 2.32740, 0.41932], [-4.88201, 2.39644, 0.15108], [-5.54581, 1.32000, -0.41408], [-4.83779, 0.17408, -0.72102], [-3.46935, 0.09646, -0.48929], [-2.79104, -1.18386, -0.84483], [-3.19500, -2.27109, -0.49392], [-1.67235, -1.03949, -1.61488], [-1.44537, -0.13801, -2.00339], [-0.89817, -2.18913, -2.03483], [0.37905, -2.31179, -1.26460], [0.62998, -2.29661, 0.07655], [2.02694, -2.48126, 0.21985], [2.51818, -2.59290, -1.04242], [1.53002, -2.48416, -1.94832], [3.50765, -2.75777, -1.42121], [2.57701, -2.52316, 1.13714], [-0.08948, -2.18776, 0.86216], [-1.53101, -3.06392, -1.84339], [-0.67032, -2.13223, -3.10210], [-5.33294, -0.68321, -1.15175], [-6.60587, 1.37048, -0.60886], [-5.42300, 3.29768, 0.39704], [-3.02156, 3.15689, 0.88272], [-1.01380, 0.19290, 0.12259], [0.89579, 0.91679, -0.93639], [3.23606, 0.28626, -0.86066], [5.02997, -1.03547, -0.07791], [5.54248, 0.61695, -0.53012]],
  "smiles": "COc1ccc(C(=O)Nc2ccccc2C(=O)NCc2ccco2)cc1",
  "lumo_ev": 0.5,
  "homo_lumo_gap_ha": 0.3342
}

Taking the records one at a time from the top gives molecular weight values of 765.88, 350.44, 350.37 g/mol.
Taking the records one at a time from the top gives relative energy (zero: lowest compared OMol25 entry of this formula, charge and spin) values of 38.56, 103.31, 124.25 kJ/mol.